No. 1
{
  "formula": "C22H48NO3P",
  "method": "wB97M-V/def2-TZVPD",
  "symbols": ["C", "C", "C", "C", "O", "N", "C", "C", "O", "O", "H", "H", "H", "H", "H", "H", "H", "H", "H", "H", "H", "H", "C", "C", "C", "C", "P", "C", "C", "C", "C", "C", "C", "C", "C", "C", "C", "C", "C", "H", "H", "H", "H", "H", "H", "H", "H", "H", "H", "H", "H", "H", "H", "H", "H", "H", "H", "H", "H", "H", "H", "H", "H", "H", "H", "H", "H", "H", "H", "H", "H", "H", "H", "H", "H"],
  "coordinates": [[6.3910, -3.9000, 3.3246], [6.5046, -2.4536, 2.6256], [5.1628, -2.0883, 1.7850], [4.1511, -1.3880, 2.8508], [2.7798, -1.6763, 2.5253], [1.9317, -1.5278, 3.5996], [1.0716, -2.7759, 3.7599], [1.4596, -3.8950, 2.6588], [2.5175, -4.6080, 2.7205], [0.5708, -4.0616, 1.6235], [7.1034, -3.9117, 4.2334], [6.6903, -4.7331, 2.6068], [5.3220, -4.1328, 3.6808], [6.6023, -1.6705, 3.4569], [7.4510, -2.3667, 1.9777], [4.7174, -3.0258, 1.3134], [5.4891, -1.3061, 1.0060], [4.3032, -0.2485, 2.7277], [4.4907, -1.7492, 3.8773], [2.4287, -1.4110, 4.4934], [1.1260, -3.1904, 4.8358], [-0.0039, -2.4269, 3.5297], [1.4513, -1.5952, -0.5618], [-0.0559, -1.7470, -0.4202], [-0.8040, -1.5530, -1.7363], [-0.9340, -0.1034, -2.2122], [-2.1470, 0.9366, -1.4274], [-3.7009, 0.0013, -1.4327], [-4.2486, -0.6079, -2.7257], [-4.8570, 0.3373, -3.7656], [-5.8732, 1.3298, -3.2165], [-2.4644, 2.3773, -2.4245], [-1.4153, 3.4466, -2.7159], [-1.0227, 4.3624, -1.5637], [-2.1823, 4.9406, -0.7640], [-1.9375, 1.2538, 0.3150], [-0.8194, 2.0482, 0.9936], [0.6160, 1.8281, 0.5082], [1.4781, 1.0837, 1.5217], [1.7311, -0.6267, -0.9850], [1.9318, -1.6971, 0.4125], [1.8506, -2.3744, -1.2134], [-0.4266, -1.0568, 0.3398], [-0.2618, -2.7535, -0.0427], [-1.7992, -1.9955, -1.6339], [-0.2980, -2.1328, -2.5159], [-1.2342, -0.1497, -3.2671], [0.0440, 0.3839, -2.2329], [-4.4678, 0.6143, -0.9490], [-3.5366, -0.8306, -0.7382], [-5.0288, -1.3215, -2.4405], [-3.4660, -1.1965, -3.2145], [-5.3527, -0.2726, -4.5285], [-4.0709, 0.8691, -4.3046], [-6.7790, 0.8148, -2.8853], [-6.1591, 2.0389, -3.9985], [-5.4855, 1.9142, -2.3814], [-3.3927, 2.8473, -2.0945], [-2.6855, 1.9736, -3.4178], [-1.8062, 4.0795, -3.5205], [-0.5119, 2.9713, -3.1136], [-0.4247, 5.1909, -1.9602], [-0.3475, 3.8215, -0.9074], [-2.7456, 5.6634, -1.3600], [-1.8029, 5.4540, 0.1224], [-2.8744, 4.1705, -0.4145], [-1.9879, 0.2792, 0.8160], [-2.8689, 1.7492, 0.6192], [-0.8752, 1.8473, 2.0688], [-1.0554, 3.1118, 0.9210], [1.0958, 2.8003, 0.3482], [0.6383, 1.3187, -0.4531], [1.6380, 1.6962, 2.4133], [2.4572, 0.8604, 1.0923], [1.0145, 0.1454, 1.8348]],
  "forces_ev_per_angstrom": [[0.3, 0.3, 0.2], [-0.6, -0.2, 0.1], [0.8, 0.6, 0.9], [1.0, 0.0, -1.5], [2.5, 0.0, -0.4], [-2.0, -0.5, 2.2], [-0.8, -0.2, -0.6], [-1.0, -2.6, -3.8], [-2.1, 2.3, 1.0], [2.6, 1.5, 4.1], [-1.1, -0.2, -1.4], [-0.4, 1.1, 0.9], [1.5, 0.5, -0.6], [0.0, -1.0, -1.2], [-1.4, -0.3, 0.9], [0.4, 1.4, 0.7], [-0.8, -1.3, 0.9], [-0.1, -1.5, 0.7], [-1.0, 0.4, -1.1], [0.4, -0.1, -0.9], [0.1, 0.6, -1.7], [1.6, -0.9, 0.4], [0.0, 0.0, 0.1], [0.2, -0.3, -0.2], [-0.2, -0.3, 0.6], [0.7, -0.3, -1.0], [-0.5, -0.6, 0.1], [-0.3, -0.3, 0.3], [0.0, -0.1, -0.4], [0.0, 0.1, -0.1], [-0.1, 0.0, -0.2], [-0.1, 0.7, -1.0], [0.5, 0.4, 0.0], [0.2, 0.1, 0.1], [0.1, 0.1, 0.0], [-0.2, 0.0, 1.4], [0.3, 0.7, -0.2], [0.4, 0.2, 0.4], [0.0, -0.2, -0.1], [0.1, 0.1, 0.0], [0.0, 0.0, -0.1], [0.0, 0.0, 0.0], [0.0, 0.0, 0.1], [0.1, 0.1, 0.2], [0.0, 0.0, -0.1], [0.0, 0.2, 0.0], [-0.2, 0.3, 0.0], [0.0, 0.1, 0.2], [0.1, 0.1, 0.0], [0.1, 0.1, 0.0], [0.1, 0.0, 0.1], [-0.1, -0.1, 0.1], [0.1, 0.0, 0.1], [0.0, 0.0, 0.0], [0.1, 0.1, 0.1], [-0.1, -0.1, 0.1], [0.0, 0.0, 0.0], [0.0, -0.2, 0.2], [-0.2, -0.3, 0.2], [-0.1, -0.2, 0.0], [-0.1, 0.1, 0.0], [-0.1, -0.1, 0.0], [0.0, -0.1, 0.2], [-0.1, -0.1, 0.1], [-0.1, 0.0, -0.1], [0.0, 0.0, 0.0], [0.0, -0.1, -0.4], [-0.1, -0.1, -0.2], [0.0, -0.2, -0.2], [-0.1, 0.0, -0.1], [-0.1, 0.0, -0.1], [0.0, -0.1, -0.1], [-0.1, -0.1, 0.0], [-0.1, -0.1, 0.1], [0.2, 0.0, 0.0]],
  "max_force_ev_per_a": 5.07,
  "charge": 0,
  "de_lowest_kcal_mol": 88.8,
  "multiplicity": 1
}

=====

No. 2
{
  "formula": "C22H48NO8",
  "method": "wB97M-V/def2-TZVPD",
  "symbols": ["C", "C", "C", "C", "C", "C", "C", "N", "O", "C", "C", "C", "O", "H", "H", "H", "H", "H", "H", "H", "H", "H", "H", "H", "H", "H", "H", "H", "H", "H", "H", "H", "H", "C", "O", "C", "C", "O", "C", "C", "O", "C", "H", "H", "H", "H", "H", "H", "H", "H", "H", "H", "H", "H", "H", "H", "C", "O", "C", "C", "O", "C", "C", "O", "C", "H", "H", "H", "H", "H", "H", "H", "H", "H", "H", "H", "H", "H", "H"],
  "coordinates": [[3.0087, 0.6608, 3.5339], [1.9046, -0.2992, 3.9701], [1.3853, -1.1622, 2.8168], [2.4457, -2.0985, 2.2908], [2.9208, -3.2051, 3.2333], [3.5732, -4.2060, 2.2615], [2.6512, -4.0883, 1.0926], [2.0217, -2.9805, 1.1281], [1.0221, -2.7294, 0.2456], [1.1608, -1.4873, -0.4983], [2.5222, -1.3032, -1.1533], [2.7175, -2.2309, -2.3406], [2.6631, 0.0461, -1.5618], [3.0730, 1.5226, 4.1952], [3.9922, 0.1882, 3.4901], [2.7913, 1.0506, 2.5348], [1.0471, 0.2689, 4.3340], [2.2344, -0.9233, 4.8048], [0.5068, -1.7356, 3.1259], [1.0686, -0.4759, 2.0323], [3.3260, -1.5636, 1.9176], [2.0385, -3.6876, 3.6605], [3.5882, -2.8359, 4.0062], [4.5825, -3.9025, 1.9646], [3.5991, -5.2264, 2.6379], [2.4714, -4.8090, 0.3052], [0.4031, -1.5920, -1.2784], [0.8904, -0.6405, 0.1311], [3.3211, -1.4825, -0.4215], [2.7429, -3.2798, -2.0322], [3.6663, -2.0032, -2.8239], [1.9142, -2.0917, -3.0665], [1.8118, 0.5054, -1.5738], [-1.6393, 2.0164, 0.1921], [-1.9557, 2.6802, 1.3884], [-1.6571, 1.9418, 2.5535], [-1.2090, 2.8290, 3.6937], [0.0909, 3.3754, 3.5419], [0.2684, 4.4469, 2.6238], [-0.3302, 5.7638, 3.0631], [-1.7379, 5.7489, 2.9464], [-2.3971, 6.5434, 3.9081], [-2.3010, 1.1615, 0.0060], [-1.7553, 2.7310, -0.6202], [-0.5982, 1.6600, 0.2018], [-0.8650, 1.2076, 2.3420], [-2.5497, 1.3909, 2.8815], [-1.1353, 2.1881, 4.5768], [-1.9447, 3.6064, 3.9036], [-0.0876, 4.1826, 1.6255], [1.3503, 4.5884, 2.5752], [0.0867, 6.5527, 2.4219], [-0.0290, 5.9743, 4.0963], [-2.0554, 6.3062, 4.9220], [-3.4607, 6.3268, 3.8322], [-2.2410, 7.6124, 3.7279], [-1.4667, -4.4839, -4.4333], [-2.2759, -3.3375, -4.3246], [-2.4190, -2.8537, -3.0082], [-2.5468, -1.3469, -2.9806], [-1.3432, -0.6460, -3.2651], [-0.8941, -0.6054, -4.6165], [-1.7097, 0.2855, -5.5258], [-2.9534, -0.3051, -5.8343], [-3.9924, 0.6274, -6.0407], [-1.9493, -5.3679, -4.0013], [-1.2962, -4.6611, -5.4930], [-0.4984, -4.3360, -3.9375], [-1.5602, -3.1595, -2.3928], [-3.3248, -3.2768, -2.5518], [-2.7960, -1.0690, -1.9529], [-3.3616, -1.0188, -3.6268], [-0.8120, -1.6081, -5.0396], [0.1076, -0.1712, -4.5618], [-1.1320, 0.4410, -6.4475], [-1.8520, 1.2628, -5.0481], [-4.0589, 1.3390, -5.2099], [-4.9222, 0.0660, -6.1024], [-3.8559, 1.1879, -6.9716]],
  "forces_ev_per_angstrom": [[0.0, 0.0, -0.2], [-0.1, 0.0, 0.0], [-0.2, 0.0, 0.0], [0.1, -0.1, 0.0], [0.1, 0.0, -0.3], [-0.4, -0.1, 0.1], [0.1, -0.1, 0.1], [0.1, 0.0, 0.1], [0.0, 0.0, 0.0], [-0.1, 0.1, -0.3], [0.0, 0.0, -0.2], [0.1, 0.0, 0.1], [-0.2, 0.2, 0.1], [0.1, -0.1, 0.1], [0.0, 0.0, 0.1], [0.0, 0.1, 0.0], [0.1, 0.0, 0.0], [0.0, 0.0, 0.0], [0.0, 0.0, 0.0], [-0.1, 0.0, 0.0], [-0.2, 0.2, 0.0], [0.1, 0.1, 0.3], [0.0, -0.1, 0.0], [0.0, -0.1, 0.0], [0.1, 0.0, 0.0], [0.0, 0.1, 0.0], [-0.1, 0.0, 0.1], [0.1, 0.0, 0.1], [0.0, 0.0, 0.0], [-0.1, 0.0, 0.0], [0.0, 0.0, 0.0], [0.0, 0.0, 0.0], [0.1, -0.2, -0.1], [-0.1, 0.0, 0.0], [0.2, 0.1, 0.0], [-0.1, -0.1, 0.0], [0.0, 0.0, 0.1], [0.1, -0.1, 0.0], [0.1, 0.1, 0.0], [0.0, 0.1, -0.1], [0.0, -0.2, 0.1], [0.0, 0.1, -0.1], [0.0, 0.0, 0.0], [0.0, 0.0, 0.0], [0.0, 0.0, 0.0], [0.0, 0.0, 0.0], [0.0, -0.1, 0.0], [-0.1, 0.0, 0.0], [0.0, 0.0, -0.1], [-0.1, 0.0, 0.0], [0.0, 0.0, 0.0], [0.0, 0.0, 0.1], [0.0, 0.0, 0.0], [0.0, 0.0, 0.0], [0.0, 0.0, 0.0], [0.0, 0.0, 0.0], [-0.1, -0.1, 0.0], [0.2, 0.2, 0.0], [-0.1, -0.1, 0.0], [-0.1, 0.0, 0.1], [0.2, 0.0, 0.2], [0.1, 0.1, -0.1], [0.0, 0.0, -0.1], [0.0, 0.0, 0.2], [0.0, 0.0, -0.1], [0.0, 0.0, 0.0], [0.0, 0.0, 0.0], [0.0, 0.0, 0.0], [0.0, 0.0, 0.0], [0.0, 0.0, 0.1], [0.0, 0.0, 0.0], [0.1, -0.1, -0.1], [-0.1, 0.0, 0.0], [0.0, 0.0, 0.0], [0.0, 0.1, 0.0], [0.0, 0.0, 0.0], [0.0, 0.0, 0.0], [0.0, 0.0, 0.0], [0.0, 0.0, 0.0]],
  "max_force_ev_per_a": 0.39,
  "charge": 1,
  "de_lowest_kcal_mol": 62.8,
  "multiplicity": 1
}

=====

no.,Kohn-Sham gap (eV)
1,5.911
2,7.238